{
  "formula": "C2H3NO2",
  "method": "ωB97M-V with the def2-TZVPD basis set",
  "elements": ["C", "C", "N", "O", "O", "H", "H", "H"],
  "coordinates": [[-0.525, 0.134, 1.626], [0.294, -0.172, -1.692], [0.237, 0.889, 0.916], [-1.596, -0.220, 1.953], [0.799, -0.174, 1.761], [0.865, 0.623, -1.930], [0.694, -0.885, -0.860], [-0.769, -0.195, -1.773]],
  "mulliken_charge": [0.90, -0.81, -0.32, -0.44, -0.20, 0.33, 0.21, 0.31],
  "spin_multiplicity": 1,
  "orbital_gap_ev": [11.2701, 7.0428],
  "max_force_ha_per_bohr": 0.1042,
  "e_lumo_ev": [-0.24, -2.31],
  "e_tot_ev": -7701.40003
}

=====

{
  "formula": "C18H15Cl3GeNO2SSr",
  "method": "ωB97M-V with the def2-TZVPD basis set",
  "elements": ["Sr", "C", "C", "C", "C", "C", "C", "C", "C", "C", "S", "C", "N", "H", "H", "H", "H", "H", "H", "H", "H", "C", "C", "O", "C", "C", "C", "C", "C", "C", "O", "H", "H", "H", "H", "H", "H", "H", "Cl", "Ge", "Cl", "Cl"],
  "coordinates": [[-0.782, 0.184, -1.698], [2.063, -0.334, 0.005], [1.695, 1.053, 0.467], [2.529, 1.709, 1.400], [2.161, 2.915, 1.876], [0.980, 3.531, 1.401], [0.645, 4.829, 1.850], [-0.466, 5.448, 1.389], [-1.262, 4.783, 0.461], [-0.995, 3.512, -0.027], [-2.119, 2.979, -1.237], [0.203, 2.834, 0.460], [0.577, 1.597, 0.025], [3.001, -0.637, 0.470], [2.176, -0.391, -1.083], [1.318, -1.049, 0.336], [3.445, 1.232, 1.709], [2.771, 3.456, 2.596], [1.300, 5.335, 2.559], [-0.738, 6.448, 1.702], [-2.119, 5.275, 0.057], [0.730, -4.333, -1.480], [-0.183, -3.165, -1.236], [-0.071, -2.195, -2.014], [-1.096, -3.185, -0.087], [-1.134, -4.423, 0.573], [-1.983, -4.790, 1.587], [-2.894, -3.817, 1.987], [-2.861, -2.569, 1.424], [-1.966, -2.179, 0.382], [-2.048, -0.977, -0.074], [1.366, -4.079, -2.317], [0.224, -5.264, -1.691], [1.379, -4.490, -0.620], [-0.423, -5.192, 0.287], [-1.912, -5.775, 2.019], [-3.648, -4.037, 2.733], [-3.541, -1.809, 1.774], [-0.021, 3.720, -4.629], [0.486, 1.647, -4.054], [0.543, 0.446, -5.909], [2.666, 1.758, -3.375]],
  "mulliken_charge": [1.60, -1.27, 0.67, -0.77, -0.85, 1.41, -0.66, -0.79, -0.43, 0.42, -0.19, -0.41, 0.08, 0.42, 0.26, 0.17, 0.43, 0.39, 0.35, 0.39, 0.47, -1.58, 1.20, -0.68, 0.07, -0.72, -1.07, -0.22, -0.79, 1.04, -0.86, 0.37, 0.45, 0.41, 0.25, 0.41, 0.37, 0.38, -0.41, 0.53, -0.40, -0.45],
  "spin_multiplicity": 2,
  "orbital_gap_ev": [6.8792, 4.8326],
  "max_force_ha_per_bohr": 0.0305,
  "e_lumo_ev": [-1.05, -3.09],
  "e_tot_ev": -130254.59193
}